(1)
One molecule with the formula C3H8N2O. Source: OMol25; level of theory: ωB97M-V/def2-TZVPD.

Results
Orbital gap, eV: 10.986
Strongest force on any atom, eV Å⁻¹: 4.718
Highest occupied orbital energy, eV: -9.81
SMILES: CCCn1[nH]o1
LUMO energy, eV: 1.173
Calculated total energy, eV: -8262.709
Energy above the lowest of the compared OMol25 structures with the same formula, charge and spin, kJ/mol: 638.5

Cartesian coordinates (Å):
C  2.02  0.27  0.19
C  0.69  0.64  -0.32
C  -0.38  -0.47  -0.04
N  -2.73  -0.32  0.61
N  -1.69  -0.05  -0.30
O  -2.67  -1.08  -0.56
H  2.60  -0.12  -0.75
H  2.03  -0.41  1.00
H  2.63  1.08  0.40
H  0.45  1.58  0.09
H  0.83  0.60  -1.50
H  -0.18  -0.71  1.10
H  -0.18  -1.47  -0.53
H  -3.41  0.46  0.60

Atom charges from the natural (NBO) analysis, given in e for atoms 1 to 6: atom 1 (C): -0.609, atom 2 (C): -0.397, atom 3 (C): -0.270, atom 4 (N): -0.194, atom 5 (N): -0.060, atom 6 (O): -0.248



(2)
One molecule with the formula C3H8N2O. Source: OMol25; level of theory: ωB97M-V/def2-TZVPD.

Results
Orbital gap, eV: 9.507
Strongest force on any atom, eV Å⁻¹: 14.395
Highest occupied orbital energy, eV: -8.60
SMILES: N[C@@H]1C(O)[C@H]1N
LUMO energy, eV: 0.904
Calculated total energy, eV: -8263.618
Energy above the lowest of the compared OMol25 structures with the same formula, charge and spin, kJ/mol: 550.8

Cartesian coordinates (Å):
C  -0.83  0.42  -0.40
C  0.57  0.47  0.43
C  -0.13  -0.57  0.54
H  -2.64  0.46  0.28
H  -1.67  1.86  0.49
H  -0.79  -0.04  -1.52
H  0.51  1.13  1.34
H  2.47  -0.08  0.37
H  2.15  1.28  -0.78
H  -0.69  -1.04  1.47
H  0.95  -1.69  -0.96
N  -2.11  1.06  -0.23
N  1.86  0.38  -0.35
O  0.48  -1.74  -0.01

Atom charges from the natural (NBO) analysis, given in e for atoms 1 to 6: atom 1 (C): -0.132, atom 2 (C): -0.074, atom 3 (C): 0.039, atom 4 (H): 0.347, atom 5 (H): 0.344, atom 6 (H): 0.194



(3)
A 2-piece molecular cluster, C3H8N2O overall. Source: OMol25; level of theory: ωB97M-V/def2-TZVPD.

Results
Orbital gap, eV: 10.738
Strongest force on any atom, eV Å⁻¹: 3.599
Highest occupied orbital energy, eV: -9.82
SMILES: C=NC.NC=O
LUMO energy, eV: 0.918
Calculated total energy, eV: -8267.267
Energy above the lowest of the compared OMol25 structures with the same formula, charge and spin, kJ/mol: 198.6

Cartesian coordinates (Å):
C  1.78  1.36  -1.01
C  1.50  0.00  0.80
N  1.07  0.25  -0.36
H  2.84  1.33  -0.79
H  1.60  1.40  -2.07
H  1.37  2.26  -0.54
H  0.98  -0.81  1.30
H  2.34  0.49  1.30
C  -2.83  -0.93  0.01
N  -1.57  -1.15  0.51
O  -3.28  0.13  -0.35
H  -3.30  -1.91  -0.21
H  -1.45  -2.09  0.67
H  -1.04  -0.33  0.73

Atom charges from the natural (NBO) analysis, given in e for atoms 1 to 6: atom 1 (C): -0.453, atom 2 (C): -0.085, atom 3 (N): -0.372, atom 4 (H): 0.183, atom 5 (H): 0.210, atom 6 (H): 0.205



(4)
One molecule with the formula C3H8N2O. Source: OMol25; level of theory: ωB97M-V/def2-TZVPD.

Results
Orbital gap, eV: 10.219
Strongest force on any atom, eV Å⁻¹: 2.990
Highest occupied orbital energy, eV: -9.28
SMILES: CNC(=O)CN
LUMO energy, eV: 0.938
Calculated total energy, eV: -8268.086
Energy above the lowest of the compared OMol25 structures with the same formula, charge and spin, kJ/mol: 119.6

Cartesian coordinates (Å):
N  0.27  0.05  -2.20
C  -0.30  -0.91  -1.23
C  -0.26  -0.24  0.18
N  0.70  0.60  0.57
C  0.65  1.04  1.96
O  -1.20  -0.62  0.88
H  -0.40  0.76  -2.54
H  0.38  -0.47  -3.08
H  0.25  -1.90  -1.08
H  -1.39  -1.11  -1.26
H  1.48  0.72  -0.05
H  1.59  1.44  2.20
H  0.67  0.07  2.56
H  -0.28  1.58  2.22

Atom charges from the natural (NBO) analysis, given in e for atoms 1 to 6: atom 1 (N): -0.851, atom 2 (C): -0.313, atom 3 (C): 0.649, atom 4 (N): -0.613, atom 5 (C): -0.420, atom 6 (O): -0.657



(5)
A 2-piece molecular cluster, C3H8N2O overall. Source: OMol25; level of theory: ωB97M-V/def2-TZVPD.

Results
Orbital gap, eV: 9.725
Strongest force on any atom, eV Å⁻¹: 3.990
Highest occupied orbital energy, eV: -8.83
SMILES: [H]/N=C/N.C=CO
LUMO energy, eV: 0.898
Calculated total energy, eV: -8266.432
Energy above the lowest of the compared OMol25 structures with the same formula, charge and spin, kJ/mol: 279.2

Cartesian coordinates (Å):
C  0.49  3.20  0.37
C  -0.13  2.13  -0.07
O  0.41  0.85  0.22
H  1.54  3.38  0.48
H  -0.15  3.98  0.77
H  -1.21  1.97  -0.08
H  -0.03  0.19  -0.32
N  0.81  -1.97  0.18
C  -0.33  -2.47  -0.43
N  -1.32  -1.68  -0.61
H  1.57  -2.58  0.41
H  0.67  -1.32  0.95
H  -0.40  -3.56  -0.54
H  -1.91  -2.11  -1.32

Atom charges from the natural (NBO) analysis, given in e for atoms 1 to 6: atom 1 (C): -0.485, atom 2 (C): 0.126, atom 3 (O): -0.730, atom 4 (H): 0.208, atom 5 (H): 0.203, atom 6 (H): 0.171



(6)
One molecule with the formula C3H8N2O. Source: OMol25; level of theory: ωB97M-V/def2-TZVPD.

Results
Orbital gap, eV: 10.406
Strongest force on any atom, eV Å⁻¹: 0.341
Highest occupied orbital energy, eV: -9.48
SMILES: CNC(=O)NC
LUMO energy, eV: 0.923
Calculated total energy, eV: -8269.010
Energy above the lowest of the compared OMol25 structures with the same formula, charge and spin, kJ/mol: 30.5

Cartesian coordinates (Å):
C  1.64  1.71  -0.43
N  0.87  0.84  0.43
C  0.08  -0.12  -0.19
O  0.08  -0.30  -1.40
N  -0.71  -0.83  0.69
C  -1.75  -1.68  0.13
H  2.33  1.18  -1.09
H  2.19  2.42  0.19
H  0.94  2.28  -1.06
H  1.32  0.54  1.28
H  -0.96  -0.32  1.52
H  -2.03  -2.45  0.85
H  -2.65  -1.11  -0.15
H  -1.36  -2.15  -0.77

Atom charges from the natural (NBO) analysis, given in e for atoms 1 to 6: atom 1 (C): -0.409, atom 2 (N): -0.657, atom 3 (C): 0.774, atom 4 (O): -0.646, atom 5 (N): -0.638, atom 6 (C): -0.416



(7)
One molecule with the formula C3H8N2O2. Source: OMol25; level of theory: ωB97M-V/def2-TZVPD.

Results
Orbital gap, eV: 10.093
Strongest force on any atom, eV Å⁻¹: 1.174
Highest occupied orbital energy, eV: -9.11
SMILES: COCO/C=N\N
LUMO energy, eV: 0.984
Calculated total energy, eV: -10313.845
Energy above the lowest of the compared OMol25 structures with the same formula, charge and spin, kJ/mol: 299.8

Cartesian coordinates (Å):
C  -2.13  0.65  -0.38
C  -0.57  -0.96  0.20
C  0.95  0.85  0.57
H  -1.83  1.45  0.29
H  -3.18  0.87  -0.59
H  -1.52  0.71  -1.30
H  -0.52  -1.96  0.58
H  -0.14  -0.88  -0.81
H  0.65  1.86  0.84
H  2.18  -1.28  0.35
H  3.43  -0.60  -0.56
N  2.04  0.67  -0.06
N  2.41  -0.61  -0.40
O  -1.93  -0.63  0.18
O  0.15  -0.13  1.11

Atom charges from the natural (NBO) analysis, given in e for atoms 1 to 6: atom 1 (C): -0.265, atom 2 (C): 0.216, atom 3 (C): 0.305, atom 4 (H): 0.172, atom 5 (H): 0.199, atom 6 (H): 0.169



(8)
C3H8N2O2 as an isolated structure. Source: OMol25; level of theory: ωB97M-V/def2-TZVPD.

Results
Orbital gap (spin up / spin down), eV: 8.405 / 8.404
Strongest force on any atom, eV Å⁻¹: 4.478
Highest occupied orbital energy (spin up / spin down), eV: -8.08 / -8.08
LUMO energy (spin up / spin down), eV: 0.321 / 0.320
Calculated total energy, eV: -10312.010
Energy above the lowest of the compared OMol25 structures with the same formula, charge and spin, kJ/mol: 476.9

Cartesian coordinates (Å):
C  1.21  -0.25  -0.86
C  0.10  -0.28  -1.71
C  0.16  -0.70  0.82
N  -0.57  0.90  2.44
N  -0.70  0.78  -1.92
O  -0.49  0.52  1.07
O  0.81  -1.30  1.66
H  -1.38  0.41  2.83
H  0.27  0.50  2.88
H  -1.65  0.62  -2.21
H  -0.60  1.54  -1.26
H  1.63  0.71  -0.60
H  1.93  -1.04  -0.97
H  -0.12  -1.16  -2.31
H  -0.59  -1.26  0.13

Atom charges from the natural (NBO) analysis, given in e for atoms 1 to 6: atom 1 (C): -0.598, atom 2 (C): 0.164, atom 3 (C): 0.587, atom 4 (N): -0.509, atom 5 (N): -0.749, atom 6 (O): -0.468



(9)
One molecule with the formula C3H8N2O2. Source: OMol25; level of theory: ωB97M-V/def2-TZVPD.

Results
Orbital gap, eV: 10.290
Strongest force on any atom, eV Å⁻¹: 3.090
Highest occupied orbital energy, eV: -9.48
SMILES: NCCNC(=O)O
LUMO energy, eV: 0.813
Calculated total energy, eV: -10316.019
Energy above the lowest of the compared OMol25 structures with the same formula, charge and spin, kJ/mol: 90.0

Cartesian coordinates (Å):
C  -0.17  -0.45  0.51
N  0.04  -1.09  -0.80
C  -0.67  -0.81  -1.91
O  -1.97  -0.40  -1.62
O  -0.38  -1.01  -3.07
C  0.52  0.86  0.75
N  1.04  0.91  2.13
H  -0.01  -1.28  1.20
H  -1.23  -0.20  0.60
H  0.97  -1.45  -0.90
H  -2.26  -0.29  -2.54
H  1.28  1.18  0.04
H  -0.11  1.77  0.73
H  0.98  1.74  2.67
H  1.97  0.54  2.20

Atom charges from the natural (NBO) analysis, given in e for atoms 1 to 6: atom 1 (C): -0.248, atom 2 (N): -0.624, atom 3 (C): 0.871, atom 4 (O): -0.710, atom 5 (O): -0.650, atom 6 (C): -0.247



(10)
C3H8N2O2 as an isolated structure. Source: OMol25; level of theory: ωB97M-V/def2-TZVPD.

Results
Orbital gap (spin up / spin down), eV: 7.615 / 7.616
Strongest force on any atom, eV Å⁻¹: 5.502
Highest occupied orbital energy (spin up / spin down), eV: -7.89 / -7.89
LUMO energy (spin up / spin down), eV: -0.275 / -0.275
Calculated total energy, eV: -10312.848
Energy above the lowest of the compared OMol25 structures with the same formula, charge and spin, kJ/mol: 396.0

Cartesian coordinates (Å):
C  0.59  0.52  -0.13
C  0.59  -0.56  -1.08
C  -1.02  -0.14  0.84
N  1.75  0.64  0.64
N  -0.33  -0.67  -2.05
O  -0.97  0.13  2.19
O  -2.06  0.10  0.18
H  -1.87  0.39  2.43
H  0.21  1.48  -0.50
H  1.64  0.74  1.65
H  2.41  1.39  0.44
H  -0.77  -1.59  -2.10
H  -1.09  0.01  -1.95
H  1.47  -1.19  -1.19
H  -0.55  -1.25  0.64

Atom charges from the natural (NBO) analysis, given in e for atoms 1 to 6: atom 1 (C): -0.235, atom 2 (C): 0.212, atom 3 (C): 0.573, atom 4 (N): -0.867, atom 5 (N): -0.736, atom 6 (O): -0.731



(11)
A 3-piece molecular cluster, C3H8N2O2 overall. Source: OMol25; level of theory: ωB97M-V/def2-TZVPD.

Results
Orbital gap, eV: 8.897
Strongest force on any atom, eV Å⁻¹: 1.367
Highest occupied orbital energy, eV: -8.48
SMILES: c1c[nH]cn1.O.O
LUMO energy, eV: 0.417
Calculated total energy, eV: -10315.658
Energy above the lowest of the compared OMol25 structures with the same formula, charge and spin, kJ/mol: 124.9

Cartesian coordinates (Å):
C  -0.07  2.42  -2.13
C  0.57  1.23  -2.38
N  0.14  0.40  -1.39
C  -0.68  1.09  -0.57
N  -0.87  2.31  -1.03
H  0.21  3.41  -2.46
H  1.08  0.86  -3.25
H  0.44  -0.55  -1.22
H  -1.17  0.76  0.33
H  -2.18  -2.21  3.42
H  -0.97  -3.12  3.50
O  -1.33  -2.38  3.00
H  2.34  -1.12  1.52
H  0.89  -1.61  1.66
O  1.60  -1.46  1.02

Atom charges from the natural (NBO) analysis, given in e for atoms 1 to 6: atom 1 (C): -0.107, atom 2 (C): -0.123, atom 3 (N): -0.510, atom 4 (C): 0.149, atom 5 (N): -0.466, atom 6 (H): 0.207



(12)
C3H8N2O2 as an isolated structure. Source: OMol25; level of theory: ωB97M-V/def2-TZVPD.

Results
Orbital gap, eV: 8.127
Strongest force on any atom, eV Å⁻¹: 5.140
Highest occupied orbital energy, eV: -8.92
LUMO energy, eV: -0.794
Calculated total energy, eV: -10311.976
Energy above the lowest of the compared OMol25 structures with the same formula, charge and spin, kJ/mol: 480.1

Cartesian coordinates (Å):
C  -0.21  -0.56  -1.36
C  -0.23  -0.85  1.27
C  0.33  -0.02  -0.01
N  -1.74  1.42  0.00
N  1.80  0.13  0.14
O  -2.04  2.56  -0.09
O  0.01  1.30  0.14
H  0.05  -1.58  -1.49
H  -1.30  -0.66  -1.49
H  0.00  0.12  -2.20
H  0.29  -0.35  2.07
H  0.15  -1.91  1.39
H  -1.31  -0.83  1.32
H  2.19  0.54  -0.67
H  2.02  0.68  0.97

Atom charges from the natural (NBO) analysis, given in e for atoms 1 to 6: atom 1 (C): -0.664, atom 2 (C): -0.646, atom 3 (C): 0.394, atom 4 (N): 0.412, atom 5 (N): -0.828, atom 6 (O): -0.180



> Which formula does entry 3 have?

C3H8N2O



> Among the records above, which one has the lowest strongest force on any atom?

number 6



> Which of these has the lowest energy above the lowest of the compared OMol25 structures with the same formula, charge and spin?

number 6



Please write out number 11 again, unchanged.
A 3-piece molecular cluster, C3H8N2O2 overall. Source: OMol25; level of theory: ωB97M-V/def2-TZVPD.

Results
Orbital gap, eV: 8.897
Strongest force on any atom, eV Å⁻¹: 1.367
Highest occupied orbital energy, eV: -8.48
SMILES: c1c[nH]cn1.O.O
LUMO energy, eV: 0.417
Calculated total energy, eV: -10315.658
Energy above the lowest of the compared OMol25 structures with the same formula, charge and spin, kJ/mol: 124.9

Cartesian coordinates (Å):
C  -0.07  2.42  -2.13
C  0.57  1.23  -2.38
N  0.14  0.40  -1.39
C  -0.68  1.09  -0.57
N  -0.87  2.31  -1.03
H  0.21  3.41  -2.46
H  1.08  0.86  -3.25
H  0.44  -0.55  -1.22
H  -1.17  0.76  0.33
H  -2.18  -2.21  3.42
H  -0.97  -3.12  3.50
O  -1.33  -2.38  3.00
H  2.34  -1.12  1.52
H  0.89  -1.61  1.66
O  1.60  -1.46  1.02

Atom charges from the natural (NBO) analysis, given in e for atoms 1 to 6: atom 1 (C): -0.107, atom 2 (C): -0.123, atom 3 (N): -0.510, atom 4 (C): 0.149, atom 5 (N): -0.466, atom 6 (H): 0.207